The following is a DFT calculation (wB97M-V/def2-TZVPD) of C46H40N4OPtSSbSi as an isolated structure.

Structure (XYZ):
```
95
Properties=species:S:1:pos:R:3:forces:R:3:mulliken_charge:R:1
Pt -0.645 -0.382 0.194 1.75 -0.04 -0.38 1.1176
C -0.140 -3.910 -1.395 0.05 -0.03 0.00 -0.7967
C 0.106 -3.779 0.074 -0.01 0.03 -0.14 0.1326
C 0.708 -4.799 0.810 0.05 0.03 0.13 -1.0504
C 0.848 -4.664 2.178 0.03 -0.03 -0.13 -0.9033
C 0.334 -3.541 2.811 -0.07 0.08 0.05 -1.0153
C -0.260 -2.586 2.011 0.35 -0.13 -0.20 0.2073
N -0.320 -2.671 0.679 -0.32 0.25 0.22 0.5639
Sb -3.305 -1.346 2.190 -0.11 -0.06 -0.18 0.9360
C -3.367 -1.988 0.155 0.22 -0.02 -0.09 -0.0906
C -4.315 -2.939 -0.168 0.04 0.11 0.09 -0.9393
C -4.487 -3.273 -1.508 -0.04 -0.06 -0.03 -0.6448
C -3.707 -2.642 -2.446 0.00 -0.04 -0.05 -1.0602
C -2.747 -1.705 -2.048 -0.07 0.02 0.16 0.6029
C -1.910 -1.012 -3.070 0.01 -0.03 -0.02 -1.0238
N -2.576 -1.400 -0.761 -0.36 0.07 -0.06 0.3334
C -3.648 0.698 1.755 -0.05 0.18 0.09 0.1534
C -3.927 1.535 2.825 0.00 0.11 -0.14 -0.7109
C -4.177 2.873 2.541 0.04 -0.02 -0.03 -0.6577
C -4.133 3.292 1.228 0.02 -0.02 0.00 -0.5341
C -3.867 2.369 0.209 0.07 0.07 0.02 0.7612
C -3.827 2.791 -1.228 -0.03 0.03 0.02 -1.3024
N -3.636 1.090 0.482 -0.10 -0.18 0.03 0.0723
H 0.670 -4.448 -1.883 -0.03 0.00 0.02 0.5112
H -0.236 -2.929 -1.853 0.02 0.02 -0.01 -0.4296
H -1.064 -4.470 -1.552 -0.05 0.02 -0.01 0.3601
H 1.067 -5.681 0.297 -0.01 -0.02 0.00 0.5728
H 1.338 -5.433 2.758 0.00 -0.02 0.02 0.4592
H 0.393 -3.420 3.883 0.02 -0.04 0.04 0.5051
H -4.916 -3.403 0.604 -0.01 -0.05 0.02 0.4919
H -5.217 -4.014 -1.804 -0.03 0.00 0.00 0.4401
H -3.817 -2.867 -3.498 0.00 0.01 -0.03 0.5612
H -2.547 -0.444 -3.750 0.01 0.03 -0.01 0.6060
H -1.339 -1.726 -3.667 0.00 -0.02 -0.01 0.3854
H -1.223 -0.335 -2.577 0.04 0.03 0.01 -0.2104
H -3.908 1.169 3.841 -0.06 0.05 -0.01 0.5352
H -4.372 3.577 3.338 -0.05 0.01 0.02 0.4493
H -4.295 4.331 0.974 -0.02 0.03 -0.01 0.4559
H -3.169 3.651 -1.363 0.03 -0.01 0.01 0.2757
H -4.825 3.078 -1.566 0.00 0.01 -0.03 0.4841
H -3.467 1.971 -1.844 0.02 -0.02 -0.01 0.0464
C 0.136 4.500 -2.620 -0.01 -0.01 0.02 -1.0649
C 0.053 3.129 -2.943 -0.02 -0.01 0.03 -0.8851
C -0.135 2.207 -1.956 -0.02 0.11 0.03 0.1126
C -0.254 2.573 -0.594 -0.26 0.02 -0.09 2.2061
C -0.468 1.609 0.441 -0.38 -0.20 0.00 -0.5814
C -0.620 2.078 1.726 0.00 0.01 0.13 1.0739
C -0.524 3.450 2.046 -0.04 -0.02 0.00 -1.4262
C -0.299 4.372 1.068 -0.03 -0.01 0.01 -1.2052
C -0.180 3.952 -0.279 0.01 0.03 -0.01 1.4307
C 0.020 4.895 -1.320 -0.02 -0.03 0.01 -1.1978
H 0.298 5.230 -3.401 -0.01 0.02 -0.02 0.4152
H 0.146 2.812 -3.973 0.01 -0.01 -0.04 0.4833
H -0.190 1.159 -2.197 -0.01 -0.05 0.00 -0.8768
H -0.835 1.390 2.539 0.08 0.07 -0.09 0.0095
H -0.627 3.759 3.079 -0.02 0.02 0.03 0.4175
H -0.217 5.425 1.304 0.01 0.03 -0.01 0.4717
H 0.074 5.944 -1.058 0.03 0.03 0.01 0.4787
O -1.998 -0.073 4.237 0.48 -0.71 0.07 -0.4432
S -0.878 -1.009 4.024 0.62 0.80 -0.18 0.3759
N -0.909 -1.413 2.493 -1.50 -0.38 0.46 0.4059
C 2.798 -2.885 -3.697 0.03 -0.02 0.00 -0.8379
C 2.066 -1.713 -3.816 -0.05 -0.01 0.00 -1.1400
C 1.731 -0.986 -2.684 -0.09 0.01 -0.01 -0.5432
C 2.095 -1.408 -1.400 0.22 -0.08 0.09 1.7637
C 2.790 -2.617 -1.307 -0.11 0.03 -0.07 -0.7771
C 3.150 -3.341 -2.436 -0.03 -0.01 -0.01 -1.0837
Si 1.739 -0.268 0.066 -0.51 0.26 0.40 1.2169
C 2.505 -0.803 1.722 0.07 -0.19 -0.20 1.6692
C 2.017 -0.220 2.895 -0.12 -0.06 0.00 -1.0455
C 2.573 -0.492 4.137 -0.04 0.01 0.06 -1.3959
C 3.645 -1.364 4.243 0.02 0.00 0.03 -0.8114
C 4.176 -1.924 3.092 0.00 0.01 0.00 -0.9112
C 3.622 -1.636 1.852 -0.04 0.06 0.04 -1.0450
C 2.597 1.375 -0.273 -0.02 0.06 -0.01 0.9927
C 3.216 1.681 -1.486 0.05 -0.09 0.02 -0.2537
C 3.864 2.894 -1.680 -0.01 0.03 0.01 -0.8644
C 3.903 3.834 -0.664 -0.02 -0.02 -0.02 -0.6971
C 3.305 3.547 0.555 0.01 -0.03 0.00 -0.8995
C 2.666 2.334 0.745 0.09 -0.04 -0.05 -0.6863
H 3.094 -3.435 -4.580 -0.03 -0.03 -0.01 0.4100
H 1.765 -1.357 -4.793 0.02 0.02 -0.02 0.5118
H 1.177 -0.064 -2.811 0.09 -0.01 0.00 0.6531
H 3.032 -3.031 -0.342 0.11 0.00 0.14 0.3137
H 3.702 -4.266 -2.328 0.03 -0.01 0.00 0.4453
H 1.192 0.481 2.831 -0.02 0.05 -0.03 1.1469
H 2.177 -0.010 5.023 0.00 0.02 0.02 0.5270
H 4.081 -1.580 5.209 0.01 0.00 0.01 0.4038
H 5.043 -2.569 3.154 0.02 -0.03 0.00 0.4829
H 4.107 -2.042 0.980 0.03 -0.05 -0.12 0.5282
H 3.219 0.964 -2.297 -0.01 0.00 0.01 0.3883
H 4.339 3.100 -2.630 0.01 0.01 -0.03 0.4548
H 4.402 4.781 -0.817 0.02 0.03 -0.01 0.4159
H 3.339 4.268 1.362 -0.01 0.02 0.02 0.4426
H 2.208 2.142 1.704 -0.03 0.00 0.05 0.3738
```
Positions in Å, forces in eV/Å.

frontier orbital gap (alpha / beta) = 4.480 / 4.481 eV
E_tot = -3118.1878 a.u.
strongest force on any atom = 0.035 Eh/bohr
2S+1 = 1
total charge = +1

=====

The following is a DFT calculation (wB97M-V/def2-TZVPD) of C46H43ClN2O2RhS2Sb as an isolated structure.

Structure (XYZ):
```
98
Properties=species:S:1:pos:R:3:forces:R:3:mulliken_charge:R:1
Rh -0.264 0.707 -0.585 -0.22 0.65 -0.72 -1.0844
S -0.150 -1.028 0.859 0.31 0.20 0.28 -0.0956
C -1.184 -2.225 0.224 -0.44 0.34 -0.83 0.1954
N -1.251 -3.386 0.791 0.02 -0.76 0.12 0.3256
C -1.944 -4.505 0.104 0.16 0.05 0.15 -0.2814
C -3.168 -3.992 -0.571 -0.18 0.29 -0.12 -1.0084
N -2.833 -2.864 -1.460 -0.25 -0.88 -0.24 0.1971
C -3.430 -2.918 -2.826 -0.07 0.03 0.20 -1.3057
C -2.860 -4.097 -3.571 0.03 -0.02 0.11 0.6659
C -3.666 -5.178 -3.899 0.00 -0.05 -0.07 -0.3356
C -3.130 -6.266 -4.580 -0.04 0.02 0.03 -0.6444
C -1.787 -6.275 -4.921 0.05 0.03 -0.01 -0.4405
C -0.973 -5.197 -4.585 -0.03 -0.01 0.04 -0.7707
C -1.507 -4.112 -3.909 0.04 -0.02 -0.04 -0.1356
C -1.989 -1.958 -1.067 0.43 0.22 0.79 0.7439
S -1.809 -0.493 -1.857 0.09 -0.12 -0.52 -0.4428
C -0.437 -3.687 2.021 -0.09 -0.09 -0.03 -0.8161
C -0.849 -4.955 2.705 0.01 0.04 0.02 -0.4582
C -0.131 -6.127 2.502 0.01 -0.06 -0.01 -0.0218
C -0.517 -7.299 3.139 0.01 0.01 -0.02 -0.7412
C -1.622 -7.300 3.978 -0.02 0.01 0.02 -0.4177
C -2.340 -6.128 4.190 0.01 0.02 -0.02 -0.6691
C -1.952 -4.957 3.556 -0.03 -0.01 0.02 -0.0618
H -2.213 -5.254 0.841 0.03 0.03 0.08 0.4902
H -1.250 -4.956 -0.608 0.08 0.02 -0.01 0.2051
H -3.898 -3.643 0.163 -0.06 0.01 -0.02 0.3244
H -3.621 -4.781 -1.165 0.04 0.02 -0.08 0.4112
H -3.223 -1.981 -3.329 0.03 0.09 0.01 0.5161
H -4.510 -3.014 -2.715 -0.02 0.03 0.06 0.4275
H -4.720 -5.169 -3.641 0.03 0.01 -0.02 0.4114
H -3.764 -7.102 -4.845 0.01 0.02 0.01 0.4040
H -1.371 -7.120 -5.455 -0.01 0.02 0.01 0.4068
H 0.074 -5.201 -4.859 -0.03 0.00 0.00 0.4202
H -0.873 -3.266 -3.656 -0.04 -0.02 -0.04 0.4790
H -0.555 -2.837 2.690 -0.05 0.08 -0.01 0.6145
H 0.611 -3.723 1.719 0.01 0.03 -0.09 0.5482
H 0.737 -6.127 1.851 -0.02 0.00 0.03 0.3923
H 0.051 -8.208 2.987 -0.02 0.02 0.00 0.4210
H -1.919 -8.212 4.479 0.01 0.02 -0.01 0.4186
H -3.191 -6.125 4.857 0.02 -0.01 -0.02 0.4204
H -2.505 -4.038 3.731 0.04 -0.03 0.01 0.4383
Cl 1.409 4.995 -7.584 -0.02 -0.04 0.06 -0.1621
C 1.094 4.132 -6.128 0.02 0.08 -0.11 0.4430
C 0.273 4.703 -5.164 -0.07 0.05 0.11 -0.9086
C 0.021 4.011 -3.996 -0.05 0.09 0.00 -0.3054
C 0.593 2.755 -3.800 0.08 -0.09 -0.03 0.1516
C 1.419 2.192 -4.772 0.08 -0.02 -0.05 -0.3382
C 1.670 2.881 -5.942 0.07 -0.13 0.02 -0.8641
C 0.319 2.027 -2.578 0.22 0.16 0.01 1.7826
O 0.866 0.899 -2.286 -0.37 -0.18 0.94 -0.9547
O -0.489 2.438 -1.686 -0.33 -0.07 -0.01 -0.4887
H -0.159 5.680 -5.338 0.01 -0.03 0.01 0.4416
H -0.613 4.441 -3.231 0.01 -0.01 -0.03 0.5266
H 1.863 1.219 -4.605 -0.01 0.01 -0.02 0.4399
H 2.305 2.463 -6.711 -0.02 0.01 0.02 0.4387
C 3.664 2.429 3.167 -0.12 0.06 0.03 -0.8955
C 2.386 1.847 3.717 -0.04 -0.05 0.01 0.8883
C 2.364 1.420 5.044 0.03 -0.02 -0.02 -0.7512
C 1.224 0.895 5.633 0.03 0.00 0.02 -0.7590
C 0.054 0.776 4.901 -0.03 -0.01 -0.06 -0.9380
C 0.046 1.189 3.577 0.12 0.01 0.04 -1.1633
C 1.194 1.724 2.985 0.02 -0.04 0.12 0.7401
Sb 0.797 2.452 1.045 0.54 -0.25 -0.11 3.0029
C -0.538 4.044 1.352 -0.11 0.02 -0.04 0.9520
C -1.725 4.053 0.618 0.04 0.12 0.15 -1.2642
C -2.642 5.079 0.788 0.00 -0.02 0.00 -0.9047
C -2.369 6.091 1.695 0.00 0.01 0.01 -0.7356
C -1.192 6.073 2.429 0.01 0.00 0.03 -0.8007
C -0.255 5.053 2.285 0.01 0.02 -0.01 0.4101
C 0.999 5.074 3.121 -0.06 -0.02 -0.06 -0.8393
C 2.487 3.209 0.072 0.07 0.09 0.08 1.3268
C 2.552 4.582 -0.147 0.11 -0.03 -0.10 -1.0971
C 3.700 5.138 -0.697 -0.08 0.00 -0.01 -0.8500
C 4.762 4.313 -1.031 0.01 -0.03 -0.01 -0.7850
C 4.672 2.939 -0.844 0.01 0.01 -0.08 -0.9131
C 3.534 2.355 -0.300 0.04 -0.02 0.04 0.5355
C 3.458 0.857 -0.130 0.02 0.10 -0.04 -1.3645
H 4.404 2.524 3.959 -0.02 0.01 0.00 0.5097
H 3.510 3.419 2.735 -0.01 -0.03 -0.01 0.1720
H 4.097 1.800 2.391 0.01 -0.02 -0.02 0.1556
H 3.269 1.516 5.633 -0.02 -0.01 -0.01 0.4241
H 1.250 0.586 6.671 0.00 0.01 -0.02 0.4209
H -0.845 0.383 5.357 0.01 0.00 -0.01 0.4992
H -0.876 1.109 3.008 -0.02 0.04 0.02 0.4408
H -1.936 3.273 -0.098 -0.01 -0.02 -0.03 0.3857
H -3.559 5.089 0.213 0.01 -0.01 0.02 0.4706
H -3.075 6.900 1.835 0.02 -0.01 0.00 0.4134
H -0.991 6.868 3.137 -0.01 -0.01 -0.02 0.4461
H 1.067 6.001 3.688 0.00 0.00 -0.03 0.5084
H 1.899 5.001 2.503 -0.03 0.00 0.02 0.1047
H 1.013 4.247 3.834 -0.01 0.03 0.00 0.1743
H 1.710 5.219 0.103 0.03 0.01 0.06 0.5381
H 3.763 6.207 -0.856 -0.01 -0.02 -0.01 0.4793
H 5.666 4.738 -1.448 -0.01 -0.01 0.01 0.4422
H 5.506 2.306 -1.126 -0.01 0.01 0.00 0.4599
H 4.395 0.384 -0.422 0.01 0.04 0.04 0.5694
H 2.673 0.437 -0.760 0.00 -0.01 -0.01 0.0527
H 3.252 0.566 0.904 -0.04 -0.01 0.02 0.1898
```
Positions in Å, forces in eV/Å.

frontier orbital gap = 5.772 eV
E_tot = -3645.5755 a.u.
strongest force on any atom = 0.020 Eh/bohr
2S+1 = 1
total charge = +2

=====

What is the total charge in the second record?
+2